[1]
{"formula": "C22H14Co2O7S", "method": "ωB97M-V/def2-TZVPD", "elements": ["C", "O", "C", "C", "C", "C", "S", "C", "C", "H", "H", "H", "H", "H", "H", "H", "O", "C", "Co", "C", "O", "C", "O", "C", "C", "C", "C", "C", "C", "C", "C", "C", "Co", "C", "O", "C", "O", "C", "O", "H", "H", "H", "H", "H", "H", "H"], "xyz": [[-5.089511, 0.352926, 4.611115], [-4.103935, -0.611671, 4.078695], [-2.982278, -0.099129, 3.503678], [-1.878882, -0.951156, 3.206933], [-0.851129, -0.500909, 2.394559], [-0.931254, 0.784316, 1.795381], [-0.121622, 1.293183, 0.340314], [-1.829452, 1.712075, 2.373030], [-2.870063, 1.272744, 3.170549], [-5.806662, -0.274531, 5.146810], [-4.616604, 1.053123, 5.318412], [-5.598225, 0.912838, 3.804795], [-1.870524, -1.975369, 3.580009], [-0.019779, -1.148154, 2.132456], [-1.764620, 2.747159, 2.071282], [-3.628308, 1.970403, 3.517870], [7.265708, -0.366554, -1.261690], [6.177054, -0.287310, -1.623474], [4.483022, -0.076113, -2.153473], [4.788167, -0.477908, -3.856249], [4.935456, -0.692807, -4.978497], [3.896965, -1.490288, -1.296718], [3.465405, -2.379297, -0.687177], [2.578925, 0.698604, -2.616234], [1.486351, 0.716569, -1.862015], [0.065295, 0.702031, -1.626085], [-0.814076, -0.535863, -1.838271], [-1.116964, -1.023333, -3.122487], [-2.178477, -1.927597, -3.306361], [-2.872419, -2.435411, -2.204351], [-2.480499, -2.054833, -0.926995], [-1.371928, -1.217779, -0.772644], [2.906510, 1.383422, -0.942772], [4.727140, 1.747136, -0.911766], [5.585991, 2.468821, -0.584354], [3.005926, 0.468560, 0.554357], [3.192434, -0.078037, 1.562171], [2.485767, 3.019002, -0.387488], [2.306587, 4.087614, 0.001275], [2.659638, 1.043484, -3.647163], [-0.428564, 1.592966, -2.111866], [-0.592273, -0.608446, -3.988404], [-2.469003, -2.244263, -4.306398], [-3.714863, -3.108115, -2.332747], [-3.013697, -2.417957, -0.049241], [-0.996745, -1.044141, 0.231213]], "forces_ev_per_angstrom": [[0.65, -0.77, -0.34], [-0.36, 0.89, 0.59], [0.66, 0.63, -0.46], [-0.83, 0.25, 0.42], [-0.39, 0.81, -0.58], [-1.42, -0.93, 0.91], [2.24, 1.98, -0.55], [0.05, -0.83, -0.89], [-0.04, -0.71, 0.67], [0.13, 0.18, -0.18], [-0.06, -0.28, -0.29], [0.32, -0.35, 0.28], [-0.07, 0.28, -0.03], [-0.19, -0.08, -0.04], [-0.18, 0.05, -0.16], [0.28, -0.06, -0.14], [-1.72, -0.19, -0.55], [1.81, 0.70, 0.40], [-0.11, 0.22, -0.06], [0.38, 0.72, -2.13], [-0.26, -0.06, 1.76], [-2.13, -3.16, 2.12], [1.07, 1.76, -1.41], [0.73, -0.63, -3.08], [0.06, -0.48, 0.59], [-1.88, -0.61, 0.92], [0.64, -0.78, -0.94], [-0.66, 0.54, -0.14], [0.55, -0.04, 0.23], [0.02, 0.45, -0.02], [0.54, -0.31, -0.27], [-0.69, 0.29, 0.71], [1.06, 0.74, 1.85], [1.03, 1.73, -0.28], [-1.03, -1.52, -0.50], [0.11, -1.09, 3.80], [-0.54, 1.19, -2.65], [-0.07, 2.15, 0.89], [0.14, -1.94, -0.75], [-0.38, -0.11, 0.00], [0.57, -0.82, 0.58], [-0.26, -0.11, 0.21], [0.20, 0.10, 0.16], [0.09, 0.13, -0.09], [0.28, -0.05, -0.16], [-0.32, 0.14, -0.41]], "mulliken_charge": [-0.82, -0.42, 0.67, -0.63, -0.27, 0.45, -0.35, -1.26, -0.25, 0.24, 0.36, 0.32, 0.39, 0.54, 0.42, 0.34, -0.31, 0.49, 0.03, 0.06, -0.33, 0.16, -0.34, -0.08, -0.40, 0.21, -0.01, -0.52, -0.54, -0.42, -0.73, 0.41, 0.17, 0.47, -0.47, 0.28, -0.37, 0.19, -0.35, 0.68, 0.52, 0.40, 0.37, 0.38, 0.44, -0.15], "e_tot_ha": -4536.94222, "charge": 0, "spin_multiplicity": 1}

***

[2]
{"formula": "C11H16F3N4O2", "method": "ωB97M-V/def2-TZVPD", "elements": ["C", "C", "O", "C", "C", "C", "N", "N", "C", "O", "C", "C", "N", "C", "C", "C", "F", "F", "F", "H", "H", "H", "H", "H", "H", "H", "H", "H", "H", "H", "H", "N", "H", "H", "H", "H"], "xyz": [[-1.307721, 0.709314, 2.581857], [-1.873350, 0.941214, 1.097268], [-2.689389, -0.234120, 0.739608], [-0.817379, 1.371757, -0.023999], [0.717120, 0.980507, 0.207205], [1.497589, 1.950604, 1.263296], [1.914816, 2.362854, 2.336277], [1.423609, 1.257691, -1.132905], [1.869136, 2.506785, -1.107555], [2.430420, 3.609379, -1.245679], [0.996979, -0.592340, 0.492138], [2.590231, -0.794871, 0.199912], [3.762505, -0.948787, -0.096533], [0.259031, -1.578777, -0.573574], [0.632906, -3.144769, -0.345440], [0.319225, -3.657967, 1.153564], [-0.242840, -4.984448, 1.068934], [1.526044, -3.653419, 1.940443], [-0.701608, -2.848866, 1.796843], [-0.858216, -0.350661, 2.759599], [-2.234647, 0.744477, 3.287866], [-0.613896, 1.549946, 2.972561], [-2.648790, 1.807352, 1.178955], [-2.429899, -0.977953, 1.331592], [-1.147568, 0.861382, -1.020023], [-0.925925, 2.512833, -0.234375], [0.855687, -0.906230, 1.583770], [0.582796, -1.205535, -1.622115], [-0.884772, -1.511808, -0.547984], [1.690898, -3.391561, -0.711223], [-0.093898, -3.741370, -1.032067], [-0.706231, 2.286731, -3.668287], [-1.054699, 1.482722, -4.200045], [-0.151871, 1.954382, -2.868053], [-0.117495, 2.867782, -4.274041], [-1.498603, 2.840957, -3.328475]], "forces_ev_per_angstrom": [[-0.81, 0.22, 0.89], [-0.96, 0.32, 1.34], [1.53, 0.61, 0.38], [-0.49, -0.18, -0.42], [0.78, 0.71, 0.08], [0.13, -0.48, 5.51], [-2.21, -2.03, -6.54], [0.74, 5.64, 0.72], [2.54, 1.50, -1.66], [-3.75, -6.75, 0.86], [2.14, -0.51, -0.57], [3.82, -0.49, -1.07], [-6.95, 0.88, 1.77], [0.03, 0.08, 0.07], [-1.03, 0.19, -0.58], [0.03, -0.76, -0.38], [1.79, 3.49, 0.78], [-3.72, -0.10, -1.67], [2.69, -1.90, -1.21], [-0.52, 1.95, -0.56], [1.57, -0.08, -1.31], [-0.97, -1.55, -0.87], [1.45, -1.44, -0.26], [-0.22, 0.78, -0.58], [0.63, 0.59, 1.74], [0.51, -1.86, 0.66], [-0.03, 0.69, -1.67], [-0.36, -0.97, 1.68], [1.69, 0.22, 0.35], [-1.46, 0.34, 1.10], [1.27, 1.00, 1.31], [-0.07, 0.06, -0.12], [0.04, 0.09, 0.05], [0.19, -0.14, 0.19], [-0.05, -0.06, 0.05], [0.08, -0.06, -0.05]], "mulliken_charge": [-1.10, 0.08, -0.60, -0.93, 1.89, -0.18, -0.47, -0.73, 0.68, -0.44, 0.07, -0.13, -0.52, -0.74, -0.86, 0.79, -0.26, -0.24, -0.23, 0.18, 0.39, 0.30, 0.33, 0.36, 0.18, 0.36, 0.46, 0.37, 0.33, 0.39, 0.34, -0.36, 0.40, 0.09, 0.41, 0.41], "e_tot_ha": -1097.42195, "charge": 1, "spin_multiplicity": 1}